{
  "formula": "C46H57F3N2O9S3",
  "method": "ωB97M-V/def2-TZVPD",
  "elements": ["C", "C", "C", "H", "C", "H", "C", "H", "H", "C", "N", "O", "H", "C", "O", "O", "H", "H", "O", "H", "H", "H", "H", "H", "H", "S", "H", "S", "C", "C", "C", "H", "C", "H", "C", "C", "H", "H", "H", "H", "O", "H", "H", "H", "O", "C", "H", "O", "C", "C", "H", "C", "C", "H", "H", "C", "O", "H", "H", "H", "C", "O", "H", "C", "F", "C", "H", "H", "C", "C", "H", "H", "C", "H", "C", "H", "C", "C", "H", "H", "H", "F", "C", "C", "H", "H", "C", "C", "H", "H", "H", "C", "C", "S", "C", "C", "H", "N", "H", "C", "H", "H", "H", "C", "C", "C", "C", "H", "C", "H", "H", "H", "H", "F", "H", "H", "C", "C", "C", "C"],
  "coordinates": [[-0.41833, 8.16878, -1.15443], [-0.74139, -4.95066, -1.49449], [-1.91422, -2.70083, -0.30005], [0.58095, 2.91562, -7.90477], [2.08494, -2.82190, 3.11355], [1.00080, 2.94227, 10.35270], [-1.90896, -1.36603, -4.92656], [1.37934, 0.35184, -7.04311], [-3.20750, -0.10582, 6.89387], [-2.29686, -1.82829, -3.37213], [-2.40808, -3.29070, -2.99993], [-1.41629, -8.54381, -3.49149], [-2.45683, 4.19517, -2.36186], [-3.60403, -0.13288, 5.87597], [-2.90619, 5.76347, -0.24136], [-3.18349, -1.32541, 5.18693], [2.29535, 0.87745, 9.73109], [-1.11392, 8.91857, -1.53923], [0.88986, 1.84591, 7.59066], [2.60277, 4.76034, -3.76966], [-2.19228, -7.41461, -5.77719], [-3.68571, 1.05114, 4.07308], [-3.58678, -10.61777, -5.04705], [-1.83264, 4.03427, -0.55664], [-2.05761, -3.90066, -3.79063], [-3.00950, -1.15202, -0.53123], [-0.84797, -6.30031, -5.83614], [0.72419, 2.03441, -1.39399], [-2.71765, -9.03306, -3.86679], [1.63534, 1.26898, -6.32812], [-2.53145, -0.59077, -2.29430], [-0.58788, -8.00350, -6.29594], [2.79707, 2.31722, -3.90804], [-3.76319, 2.32200, -1.41977], [5.05988, -1.40463, -0.87429], [1.51969, 4.06599, -5.88244], [3.38254, 0.19484, -0.19396], [-1.41128, -2.36543, 2.09031], [2.34264, 3.34678, 9.24552], [1.07114, 4.51445, 9.51412], [-1.71819, -2.97802, 4.80012], [-3.62420, 2.00445, 5.57412], [-1.99051, -11.00395, -4.36261], [-2.10904, -9.93012, -5.74826], [-1.09680, 6.93212, -0.86444], [-2.90584, 8.06339, 0.35415], [-0.32793, -0.50186, 5.08368], [1.85750, -4.21693, 2.70628], [2.32806, 3.83102, -4.44228], [-0.24435, -4.35640, 1.30758], [0.91868, 9.56143, -0.18871], [-0.00277, -5.28422, -0.03148], [4.13598, -0.03251, -1.05988], [-2.16915, 1.20603, 4.94672], [0.33830, -5.73840, 3.13153], [-2.00128, 1.38353, -4.24218], [-0.69836, 3.34606, 8.09561], [-2.63329, 8.07423, 1.41106], [-0.30443, 8.87266, 0.89659], [6.77626, -2.86486, -1.82816], [6.34906, -0.87278, -3.31477], [0.31894, -7.14386, -3.73014], [5.65951, 1.15525, -4.44336], [6.16833, -1.87741, -1.99116], [3.57824, -2.60552, 3.03821], [-2.59898, -10.21166, -4.81183], [-0.18134, -3.95854, 3.56866], [0.28217, 7.95184, -1.96618], [1.27155, 3.44098, 9.42025], [2.46188, 0.40210, 8.76025], [-0.24993, 3.44516, -3.33737], [-2.33381, 1.65999, -0.38582], [-1.94655, -1.86882, 5.27408], [1.23209, 5.18479, -6.15348], [-0.27553, 3.42933, -2.14407], [-3.99701, 8.01369, 0.26367], [2.25050, 1.37509, 7.61794], [-2.59624, 2.08533, -1.45895], [0.26180, 4.44248, -1.81414], [2.73085, -0.02893, -4.53055], [2.95553, 2.20972, 7.63829], [1.71274, -2.51894, 4.52364], [-1.11827, -7.33855, -5.61184], [-3.25040, 1.10506, 5.07676], [1.75403, -0.43091, 8.69072], [-1.70425, -2.16001, -5.77866], [-0.84112, -1.04992, 5.87597], [-1.22141, -3.04787, 1.14461], [-2.60490, 8.99824, -0.11714], [0.72851, -6.20965, 0.09720], [-1.89906, 2.53750, -4.53036], [0.35715, 8.65475, 0.05336], [2.55506, 2.55226, -1.43366], [3.16085, 3.38090, -0.03568], [-2.32137, 6.84158, -0.29423], [-1.75735, 0.22404, -5.37920], [-3.33910, -8.22964, -4.26979], [3.50597, 2.26104, -2.57315], [3.47923, 0.00130, 8.74160], [0.44001, -4.60219, 2.78456], [1.05945, 7.88594, 0.39319], [-3.20032, -9.36272, -2.94209], [2.41469, 0.85508, 6.66960], [-1.73320, -3.61771, -1.68502], [-2.36899, 1.02059, -2.68475], [-1.83072, 3.52410, -1.63472], [1.16243, 2.77489, -6.87612], [-4.69187, -0.19982, 5.96990], [5.46245, 0.50426, -3.47165], [7.16127, -1.24190, -4.09935], [-1.47793, 0.54825, -6.47973], [4.90477, -2.04818, 0.09545], [-0.13214, -1.73057, 6.36113], [1.48698, -1.80106, 2.22034], [-0.54680, -5.64482, -2.41966], [-1.17588, -0.35945, 6.64915], [-0.69849, -7.64266, -4.20254], [4.29525, 0.98632, -2.37500], [2.41158, 1.04665, -4.86947], [0.42498, 2.89752, 8.30546]],
  "forces_ev_per_a": [[0.108, 0.107, 0.234], [-0.579, 2.508, 2.814], [1.678, -2.356, -0.658], [1.493, -0.359, 2.566], [1.789, -0.062, -0.357], [0.043, 0.024, -0.075], [-0.223, 2.694, 1.872], [0.734, 2.101, 1.979], [0.110, -0.027, -0.123], [0.606, 4.331, -1.760], [2.011, 1.955, 1.325], [0.351, 0.492, 0.342], [1.479, -1.171, 1.334], [0.093, 0.322, -0.089], [1.121, 2.223, -0.099], [0.142, -0.841, -0.008], [0.112, -0.001, -0.106], [-0.045, -0.082, 0.121], [-0.418, 0.274, -0.375], [-0.662, -2.107, -1.546], [0.075, -0.240, -0.046], [-0.042, -0.032, 0.200], [0.096, 0.052, 0.044], [-0.045, -1.281, -2.748], [-0.401, 1.051, 1.452], [1.789, -1.017, -1.648], [0.196, -0.336, 0.032], [0.843, 0.525, -0.809], [-0.006, -0.179, -0.183], [0.477, 3.312, 1.691], [1.061, -0.285, -3.105], [-0.058, 0.049, 0.052], [-2.542, 1.110, -4.245], [2.447, -0.517, -0.082], [0.765, 2.095, -3.441], [1.227, -3.621, 1.385], [1.577, -0.368, -1.963], [0.308, -1.478, -2.326], [-0.056, -0.216, 0.117], [-0.178, -0.343, 0.071], [-0.805, 1.652, 0.546], [0.059, -0.114, -0.030], [-0.167, 0.139, 0.021], [-0.143, 0.013, 0.060], [-0.314, -0.502, -0.313], [-0.556, 0.425, -0.379], [-0.043, -0.009, 0.067], [-0.139, 4.402, 1.897], [-0.685, -2.897, -2.155], [-2.136, 1.144, -3.618], [-0.057, -0.100, 0.002], [-2.221, 2.921, 0.230], [2.465, -0.829, -2.471], [-0.112, 0.047, 0.145], [0.697, 2.554, -0.970], [-0.285, -3.005, 0.996], [1.959, -1.120, 0.041], [0.000, 0.009, -0.088], [0.040, 0.069, -0.139], [-1.282, 2.238, -0.492], [-2.490, 0.306, 3.245], [-1.828, -1.040, -0.480], [-0.581, -1.490, 2.363], [-3.076, 4.387, -0.123], [-5.067, -0.672, 0.262], [0.178, -0.097, -0.184], [1.527, -1.288, -1.660], [-0.233, -0.237, 0.098], [0.414, 0.668, -0.096], [-0.092, -0.041, 0.243], [0.162, -0.462, 2.676], [-0.335, 0.388, -2.538], [0.223, -0.816, -0.594], [0.663, -2.756, 0.540], [-0.118, 2.530, -1.274], [0.288, -0.179, 0.199], [0.063, -0.147, 0.199], [-0.646, 0.317, -0.453], [-1.192, -2.153, -0.614], [-0.753, 2.347, -0.810], [-0.122, -0.001, 0.090], [0.928, -0.879, -4.699], [-0.405, 0.667, -0.157], [0.188, 0.072, -0.192], [0.149, 0.110, -0.102], [-0.518, 1.641, 2.120], [0.180, -0.147, 0.782], [0.832, -2.375, -3.152], [0.180, -0.031, 0.175], [-1.827, 2.144, -0.610], [-0.233, -2.933, 0.649], [-0.003, -0.025, 0.271], [1.066, 1.835, 1.770], [-1.172, -1.952, -3.253], [-0.721, -1.262, 0.341], [-1.258, -1.012, 4.711], [0.139, -0.012, -0.042], [-1.988, -2.499, -0.498], [-0.113, 0.039, -0.024], [-2.655, -0.137, -0.823], [-0.077, 0.112, -0.167], [0.307, 0.192, -0.001], [-0.279, 0.184, 0.054], [2.555, -1.693, 4.103], [0.635, -3.384, -2.109], [0.301, -0.666, 1.028], [2.222, -0.547, 4.396], [0.189, -0.288, -0.121], [-0.203, -1.973, 2.092], [-2.073, 1.296, 1.665], [-0.669, -0.913, 2.603], [0.230, 1.477, -2.148], [-0.093, 0.089, -0.375], [1.775, -3.382, 3.271], [-0.264, 1.477, 2.165], [-0.015, 0.173, -0.237], [1.237, 0.227, 0.447], [3.020, -4.438, 1.005], [-0.779, 3.406, -1.130], [-1.528, 0.503, -0.087]],
  "mulliken_charge": [-0.4088, -0.3003, 0.1189, 0.2952, 0.7752, 0.2594, -0.6542, 0.3040, 0.3599, 0.4017, -0.2072, -0.3381, 0.2280, -0.4010, -0.5611, -0.3512, 0.2894, 0.3502, -0.3409, 0.3219, 0.3814, 0.3068, 0.3569, 0.1520, 0.2985, -0.2672, 0.2945, 0.2701, -0.3488, -0.4985, -0.0992, 0.2998, 0.1138, 0.3242, -0.3098, -0.3318, 0.2212, 0.0565, 0.3313, 0.3074, -0.6328, 0.3519, 0.3003, 0.2721, -0.3237, -1.2445, 0.2181, -0.2780, -0.4468, 0.4679, 0.3791, -0.6216, -0.1214, 0.2257, 0.3417, -0.3928, -0.5879, 0.2813, 0.2743, 0.2908, -0.4040, -0.6227, 0.2753, -0.4365, -0.2656, -0.9628, 0.0651, 0.3336, -0.9791, -0.9369, -0.1042, 0.3013, 0.5690, 0.2820, -0.0079, 0.3275, -0.4219, -0.6585, 0.1990, 0.3739, 0.3673, -0.2191, -1.1657, -0.9078, 0.2490, 0.1166, -0.9006, -0.0250, 0.3687, 0.2772, 0.1664, -0.9985, -0.4485, -0.1151, 0.8891, -0.4110, 0.3186, 0.1366, 0.3749, -0.3124, 0.2968, 0.3246, 0.3333, 0.2365, 0.5476, -0.2320, -0.4002, 0.3238, -0.2358, 0.2607, 0.3427, 0.2520, 0.3758, -0.1747, 0.0180, 0.4053, 0.8746, 0.3176, -0.0731, 0.7647],
  "e_tot_ha": -4066.52072,
  "relative_energy_kcal_mol": 749.9,
  "homo_lumo_gap_ev": 6.30,
  "smiles": "FC(F)(F)OCc1ccc2c(c1)Sc1c(CCCSC(=S)N(c3ccccc3)c3ccccc3)cccc1N2.CCOC(C)=O.CCOC(C)=O.CCOC(C)=O.CCOC(C)=O",
  "max_force_ev_per_a": 5.461
}